# 1
A 5-piece molecular cluster, C41H93BrN7O4PS overall at a distorted geometry. Source: OMol25; level of theory: ωB97M-V/def2-TZVPD.

Atoms and positions in Å:
C1 -5.1827 5.6486 2.1911
C2 -6.0921 4.3843 1.7571
C3 -6.0767 3.3355 3.0039
C4 -6.5470 1.8658 2.5571
C5 -6.1740 0.7121 3.6365
C6 -4.5640 0.5243 3.5520
C7 -4.0485 -0.7091 4.4555
C8 -2.9705 -1.6523 3.7402
C9 -1.8461 -0.8806 2.8993
C10 -0.3294 -1.2079 3.3095
C11 0.6733 0.0580 3.1025
C12 0.9313 0.2070 1.5421
C13 0.4955 1.5335 0.7864
N1 1.1316 1.4158 -0.5978
N2 -0.9904 1.6228 0.4757
N3 1.0497 2.8071 1.3190
O1 1.9863 -0.4596 3.5562
C14 2.8930 0.6470 3.7980
O2 4.1298 0.6524 3.8387
O3 1.9640 1.7565 3.9544
C15 0.5780 1.2798 4.1247
C16 0.6834 0.7565 5.6828
C17 -0.5081 1.2565 6.6310
O4 -1.6683 0.7585 6.6417
Br1 -0.2449 2.7143 7.9964
P1 -0.7879 2.5773 3.9964
S1 -0.1502 4.2756 4.7799
H1 -4.1977 5.6314 1.6121
H2 -5.7589 6.5928 1.8697
H3 -5.0431 5.6256 3.3306
H4 -7.1677 4.6495 1.4859
H5 -5.5464 3.8624 0.8816
H6 -6.7837 3.6962 3.8290
H7 -5.0160 3.3759 3.4274
H8 -6.0595 1.5231 1.5696
H9 -7.6964 1.8718 2.4791
H10 -6.4414 1.0111 4.7138
H11 -6.6163 -0.3032 3.3454
H12 -4.1228 1.4959 4.0015
H13 -4.1835 0.4514 2.4671
H14 -3.6845 -0.2715 5.4424
H15 -4.9657 -1.3555 4.7024
H16 -3.5102 -2.3721 3.0133
H17 -2.4654 -2.3221 4.5171
H18 -1.9534 0.2624 2.8878
H19 -1.9635 -1.2106 1.7962
H20 -0.2993 -1.6282 4.3685
H21 0.0451 -2.0600 2.6242
H22 2.0447 0.0264 1.2912
H23 0.3837 -0.6675 1.0161
H24 0.8563 2.2281 -1.1761
H25 0.8579 0.5262 -1.0421
H26 -1.4805 0.7722 0.7856
H27 -1.1183 1.6191 -0.5552
H28 1.8771 3.1126 0.7904
H29 0.3528 3.5725 1.2806
H30 1.6572 1.1207 6.1859
H31 0.7049 -0.3825 5.7685
H32 -1.1323 2.9334 2.6326
H33 -2.0506 2.1521 4.5703
C18 6.0673 -0.7694 10.6959
C19 5.7180 -0.9245 9.2201
N4 4.5294 -1.7333 8.9664
C20 4.3415 -2.0576 7.5561
C21 4.0530 -0.9002 6.5978
C22 3.3147 -1.3256 9.6541
C23 2.8110 0.0871 9.3742
H34 6.2246 -1.7422 11.1689
H35 6.9914 -0.1939 10.7969
H36 5.2926 -0.2326 11.2480
H37 6.5773 -1.4045 8.7381
H38 5.6301 0.0761 8.7785
H39 3.5351 -2.7956 7.4610
H40 5.2369 -2.5787 7.2035
H41 3.0225 -0.5536 6.6846
H42 4.1848 -1.2356 5.5654
H43 4.7232 -0.0523 6.7499
H44 3.4694 -1.4291 10.7332
H45 2.5146 -2.0412 9.4346
H46 3.6158 0.8238 9.3513
H47 2.1149 0.3911 10.1616
H48 2.2624 0.1422 8.4330
C24 -2.5609 3.9166 -5.9120
C25 -2.6137 3.6547 -4.4110
N5 -2.9069 4.8338 -3.6033
C26 -2.7189 4.5981 -2.1743
C27 -3.6434 3.5879 -1.4937
C28 -4.1154 5.5733 -3.9577
C29 -5.4454 4.8213 -3.9068
H49 -1.8114 4.6742 -6.1549
H50 -2.2898 2.9966 -6.4365
H51 -3.5262 4.2395 -6.3081
H52 -1.6294 3.2685 -4.1215
H53 -3.3340 2.8475 -4.2262
H54 -2.7922 5.5531 -1.6398
H55 -1.6859 4.2708 -2.0173
H56 -4.6362 4.0033 -1.3179
H57 -3.2363 3.3220 -0.5128
H58 -3.7455 2.6621 -2.0639
H59 -3.9889 5.9745 -4.9687
H60 -4.1906 6.4657 -3.3270
H61 -5.3753 3.8141 -4.3213
H62 -6.1953 5.3616 -4.4920
H63 -5.8321 4.7527 -2.8896
C30 0.2462 -2.6662 -3.7157
C31 -0.2907 -1.6002 -4.6644
N6 0.5562 -0.4164 -4.7783
C32 -0.0896 0.6763 -5.5033
C33 -0.4107 0.4537 -6.9821
C34 1.9520 -0.6573 -5.1348
C35 2.2307 -1.3704 -6.4576
H64 0.3866 -2.2643 -2.7086
H65 -0.4658 -3.4933 -3.6507
H66 1.1941 -3.0847 -4.0611
H67 -1.2699 -1.2942 -4.2784
H68 -0.4710 -2.0659 -5.6412
H69 0.5243 1.5811 -5.4125
H70 -1.0236 0.9218 -4.9874
H71 0.4800 0.5350 -7.6055
H72 -1.1056 1.2254 -7.3269
H73 -0.8828 -0.5129 -7.1678
H74 2.4175 -1.2365 -4.3304
H75 2.4968 0.2930 -5.1247
H76 1.5517 -2.2060 -6.6370
H77 3.2475 -1.7746 -6.4492
H78 2.1727 -0.6865 -7.3048
C36 2.0999 -6.1619 -6.3863
C37 3.2179 -6.9210 -7.0923
N7 3.5461 -6.4084 -8.4191
C38 4.4476 -7.2876 -9.1609
C39 5.8616 -7.4829 -8.6112
C40 3.8653 -4.9859 -8.4960
C41 5.0438 -4.4815 -7.6637
H79 1.1813 -6.1705 -6.9787
H80 1.8837 -6.6353 -5.4248
H81 2.3737 -5.1245 -6.1794
H82 2.8843 -7.9602 -7.1913
H83 4.0956 -6.9354 -6.4340
H84 4.5221 -6.9336 -10.1964
H85 3.9755 -8.2720 -9.2373
H86 6.4969 -6.6204 -8.8149
H87 6.3309 -8.3407 -9.1025
H88 5.8706 -7.6802 -7.5376
H89 2.9750 -4.4169 -8.2073
H90 4.0285 -4.7069 -9.5426
H91 5.0672 -4.9130 -6.6615
H92 4.9734 -3.3957 -7.5478
H93 5.9976 -4.6831 -8.1520

For the gap between HOMO and LUMO, the calculation gives 7.84 eV. As for the SMILES: CCCCCCCCCC[C@]1(CC(N)(N)N)OC(=O)O[C@@]1(CC(=O)Br)[PH2]=S.CCN(CC)CC.CCN(CC)CC.CCN(CC)CC.CCN(CC)CC. For the LUMO energy, the calculation gives -0.19 eV. For the strongest force on any atom, the calculation gives 5.6 eV/Å. For the total energy, the calculation gives -5615.5439 Ha. The energy relative to the best compared isomer or geometry (same formula, charge and spin) comes out at 0.0 kcal/mol.

# 2
C25H23CoF6N6O6S2 as an isolated structure. Source: OMol25; level of theory: ωB97M-V/def2-TZVPD.

Atoms and positions in Å:
Co1 0.1751 -0.3737 -0.3458
C1 4.4483 1.1118 -0.9143
O1 4.3694 -0.2723 -0.4627
C2 3.0819 -0.5616 -0.4511
N1 2.2221 0.3581 -0.6746
C3 3.0005 1.6226 -0.8191
C4 2.5338 2.4997 -1.9610
C5 3.4206 3.0447 -2.8819
C6 2.9655 3.8957 -3.8826
C7 1.6223 4.2206 -3.9678
C8 0.7338 3.7070 -3.0319
C9 1.1883 2.8618 -2.0328
C10 2.6599 -1.9524 -0.1514
C11 3.4420 -2.9710 0.3628
C12 2.8036 -4.1607 0.6981
C13 1.4259 -4.2885 0.5473
C14 0.7422 -3.2068 0.0251
N2 1.3605 -2.0980 -0.3421
C15 -0.7318 -3.0549 -0.0950
N3 -1.2686 -1.9879 -0.5664
C16 -2.7392 -2.2015 -0.5021
C17 -2.8655 -3.5505 0.2442
O2 -1.4932 -4.0378 0.3323
C18 -3.5537 -1.1011 0.1439
C19 -3.0617 0.1622 0.4344
C20 -3.8641 1.1194 1.0430
C21 -5.1806 0.8240 1.3553
C22 -5.6886 -0.4341 1.0572
C23 -4.8816 -1.3872 0.4583
H1 4.8282 1.0835 -1.9333
H2 5.1459 1.6365 -0.2695
H3 2.8698 2.1879 0.1035
H4 4.4793 2.8251 -2.8334
H5 3.6696 4.3074 -4.5933
H6 1.2705 4.8868 -4.7439
H7 -0.3112 3.9887 -3.0702
H8 0.5123 2.5260 -1.2554
H9 4.5028 -2.8300 0.5136
H10 3.3773 -4.9800 1.1090
H11 0.8981 -5.1816 0.8499
H12 -3.0870 -2.3260 -1.5326
H13 -3.4433 -4.2996 -0.2883
H14 -3.2405 -3.4363 1.2589
H15 -2.0358 0.4193 0.2218
H16 -3.4478 2.0886 1.2887
H17 -5.8089 1.5675 1.8269
H18 -6.7144 -0.6772 1.3008
H19 -5.2975 -2.3643 0.2351
F1 -1.1762 -2.6940 3.7452
C24 -1.5134 -1.4024 3.7781
F2 -1.7147 -1.0257 5.0242
F3 -2.6239 -1.2346 3.0690
S1 -0.1183 -0.4592 3.0437
O3 -0.0039 -1.0379 1.6955
O4 1.0027 -0.6502 3.9030
N4 -0.7509 0.9803 3.0376
S2 -0.2683 2.0941 2.0493
O5 -0.0627 1.5731 0.6986
O6 -1.0335 3.2836 2.1810
C25 1.4384 2.5307 2.6064
F4 1.4718 2.6993 3.9121
F5 1.8192 3.6471 1.9931
F6 2.2908 1.5479 2.2736
N5 -1.2355 0.4528 -2.7161
N6 -0.0283 -0.1553 -2.2125
H20 -1.2880 1.3847 -2.3179
H21 -2.0147 -0.0765 -2.3384
H22 0.7408 0.4014 -2.5823
H23 0.0342 -1.0693 -2.6514

For the gap between HOMO and LUMO (alpha / beta), the calculation gives 8.24 / 8.28 eV. As for the net charge: +1. Its spin multiplicity is 2. For the LUMO energy (alpha / beta), the calculation gives -3.65 / -3.61 eV. For the strongest force on any atom, the calculation gives 0.8 eV/Å. For the total energy, the calculation gives -4524.5858 Ha. The energy relative to the best compared isomer or geometry (same formula, charge and spin) comes out at 6.7 kcal/mol.

# 3
C5H7NO as an isolated structure at a distorted geometry. Source: OMol25; level of theory: ωB97M-V/def2-TZVPD.

Atoms and positions in Å:
O1 1.7490 -0.2028 -1.2066
C1 1.1254 -0.2350 0.0621
C2 0.4612 1.0644 0.3305
C3 -0.9747 0.9330 -0.0884
C4 -1.3168 -0.5024 -0.4650
C5 -0.3291 -0.8020 0.6265
N1 -0.5426 0.5513 1.2814
H1 2.6308 -0.6033 -1.1842
H2 1.7048 -0.7799 0.7990
H3 0.8807 2.0659 0.3971
H4 -1.5877 1.8120 -0.2489
H5 -1.0334 -0.9251 -1.4308
H6 -2.3525 -0.7357 -0.2005
H7 -0.4152 -1.6403 1.3279

For the gap between HOMO and LUMO, the calculation gives 10.35 eV. For the LUMO energy, the calculation gives 0.77 eV. For the strongest force on any atom, the calculation gives 1.5 eV/Å. For the total energy, the calculation gives -324.5877 Ha. The energy relative to the best compared isomer or geometry (same formula, charge and spin) comes out at 85.8 kcal/mol.